{"formula": "C50H74N4O16", "method": "ωB97M-V/def2-TZVPD", "symbols": ["O", "H", "H", "C", "H", "C", "C", "H", "N", "O", "H", "H", "C", "H", "H", "C", "H", "C", "C", "H", "H", "O", "H", "C", "O", "C", "C", "C", "O", "H", "C", "H", "H", "H", "H", "H", "H", "O", "C", "H", "C", "C", "C", "H", "C", "H", "C", "C", "H", "O", "C", "N", "H", "H", "H", "H", "C", "H", "H", "H", "H", "H", "H", "O", "H", "H", "C", "H", "C", "H", "H", "H", "C", "C", "C", "C", "C", "H", "C", "C", "H", "C", "H", "H", "H", "O", "H", "H", "H", "C", "H", "H", "O", "H", "O", "N", "H", "H", "C", "C", "C", "C", "H", "H", "H", "H", "C", "H", "H", "C", "C", "H", "H", "C", "H", "C", "N", "H", "H", "H", "O", "C", "C", "O", "O", "C", "H", "H", "C", "H", "H", "C", "O", "H", "C", "H", "H", "C", "H", "C", "H", "H", "O", "C"], "coordinates": [[-3.319, 1.360, -1.759], [5.720, 3.859, 0.920], [-5.429, -4.367, -1.278], [0.945, 0.866, -0.845], [-2.326, -3.583, -1.042], [-4.347, -1.847, -2.086], [-4.366, 1.717, -2.298], [-0.468, 3.131, 1.702], [0.339, 0.252, 6.060], [6.352, -0.345, 1.665], [1.823, -0.771, 0.407], [2.778, -4.737, 4.752], [-4.758, 1.381, -3.776], [2.044, -1.882, 2.155], [-4.223, -1.196, -2.952], [-1.396, 5.051, 2.287], [-0.466, 1.281, -4.016], [1.462, -3.223, 3.703], [0.382, 0.805, 3.869], [0.204, 5.307, -2.452], [-2.106, 3.178, -0.041], [-6.488, -1.454, -1.323], [-0.194, 7.702, -2.192], [-3.311, -2.392, 2.031], [5.175, 0.819, -2.251], [-6.323, 1.600, -3.623], [-5.745, -2.283, -1.759], [-6.059, -3.772, -1.938], [0.271, -1.848, -6.612], [-2.721, -5.113, 2.833], [5.057, -0.566, 1.064], [6.191, 3.389, -4.094], [1.820, 4.933, -1.940], [4.222, -2.534, 0.528], [-1.190, -1.155, 6.097], [-6.819, 2.068, -4.473], [1.979, -2.493, 4.326], [-3.179, -1.390, 1.301], [-0.867, 0.227, -5.876], [0.604, 4.195, -1.069], [-4.317, -3.893, 3.536], [2.072, -4.593, 3.935], [-1.189, -0.765, -3.690], [-7.083, -4.035, -1.672], [4.856, 3.293, 1.236], [-1.730, 0.275, -6.539], [0.809, 6.408, -0.724], [-2.849, -4.189, 3.397], [1.776, 2.106, 1.311], [8.134, -1.441, 2.331], [-4.571, -3.034, 2.313], [4.833, 2.494, 2.388], [5.917, 2.668, -1.665], [3.329, 1.541, 3.493], [5.520, 2.323, 3.109], [-4.497, 0.357, -4.045], [5.234, 2.268, -2.414], [-2.118, 1.027, -4.319], [-0.496, -0.761, -2.849], [-0.753, -1.533, 0.727], [0.396, -3.217, 3.930], [4.829, 2.352, -4.564], [-5.884, -4.160, -2.941], [2.613, -3.902, 1.821], [-1.744, 2.988, 2.919], [-3.185, -5.984, -0.014], [7.044, -1.477, 1.825], [0.547, 8.605, -0.897], [2.949, -4.847, 2.700], [-2.201, -1.009, -3.368], [1.304, -5.366, 3.960], [5.379, -1.840, -0.598], [-2.719, 5.511, 1.838], [6.280, -2.645, 1.243], [0.653, 7.707, -1.506], [6.547, 1.217, -4.144], [-0.056, -5.571, 0.327], [6.968, -3.164, 0.576], [-1.441, 3.512, 2.013], [3.615, 3.102, 0.584], [-1.191, 5.328, 3.321], [-0.612, -0.536, 5.427], [-4.789, -3.666, 1.452], [6.397, 0.738, -5.112], [-1.245, -7.220, 0.845], [-3.248, 4.558, 1.032], [1.602, 7.811, -2.031], [0.641, -3.039, 1.909], [0.533, 0.320, 7.049], [-2.509, 3.315, 0.962], [-2.388, -4.382, 4.366], [-3.121, 2.455, 1.234], [6.326, -0.922, -2.978], [-4.502, -3.289, 4.425], [-3.177, 6.585, 1.907], [-1.170, 0.308, -0.313], [0.351, -3.593, -0.493], [-4.303, 2.168, -4.376], [-2.201, -5.540, -0.041], [-1.737, -4.369, -0.592], [1.652, -2.890, 2.286], [0.955, -0.248, 0.034], [-6.791, 0.643, -3.390], [-5.421, -2.359, 2.413], [-2.173, 0.412, -0.252], [-0.098, 0.861, -6.318], [-0.365, -1.202, -5.784], [-6.360, 3.645, -2.880], [1.473, 1.963, 5.534], [2.811, 2.395, 1.425], [-0.360, -0.674, 0.203], [-3.687, -2.707, -2.194], [-0.816, 1.970, -1.608], [-0.363, -4.378, -0.296], [5.763, -3.280, 1.962], [-0.380, 1.190, -1.001], [-1.200, -6.308, 0.413], [4.730, 0.084, 0.253], [-1.202, -0.602, 3.305], [0.585, 1.308, 2.935], [1.073, 6.482, 0.488], [-0.549, -0.255, 4.092], [-6.450, 2.632, -2.487], [-2.310, -3.041, 2.710], [-0.775, -1.770, -4.622], [0.869, 1.148, 5.163], [4.366, -0.411, 1.893], [7.607, 1.256, -3.891], [0.818, 5.141, -1.567], [-0.692, 5.675, 1.736], [4.260, 2.673, -2.139], [3.549, 2.069, 2.577], [3.768, -5.692, 2.460], [0.847, -6.029, 0.705], [6.023, 0.245, -3.097], [-7.346, 2.596, -1.867], [3.267, 3.462, -0.372], [5.139, -1.950, 0.460], [1.873, 1.212, -1.276], [-1.149, 0.540, -4.431], [-3.937, -1.369, -1.197], [-4.999, -4.742, 3.585], [-5.378, 2.328, -1.641], [5.678, 2.449, -3.888]], "forces_ev_per_a": [[-2.05, 1.12, -0.83], [0.04, -0.29, 0.11], [0.32, 0.12, 0.06], [-0.10, -0.65, 0.77], [0.17, -0.14, 0.10], [1.18, -0.88, 0.43], [1.23, -1.68, 0.36], [-0.03, -0.11, 0.03], [-0.37, 0.91, -0.62], [-0.47, 1.26, -0.73], [-0.01, 0.01, -0.25], [-0.52, 0.26, 0.46], [-1.95, 1.38, 1.96], [0.01, -0.32, -0.43], [-0.37, -0.14, 0.20], [0.54, -0.99, 0.81], [0.35, -0.37, 0.03], [0.21, 0.10, 2.82], [0.33, 0.36, 2.61], [-0.15, -0.26, 0.09], [-0.20, 0.17, -0.01], [-1.44, 0.25, 0.35], [0.22, -0.23, -0.26], [1.33, 3.05, -1.56], [-0.37, 1.24, 0.49], [0.27, 0.45, -0.57], [0.90, -0.61, -0.65], [-0.56, 0.00, 0.36], [-1.33, 1.49, 1.57], [0.35, 0.22, -0.54], [-0.52, -0.49, 0.46], [-0.13, 0.01, 0.16], [0.33, 0.53, -0.07], [-0.05, 0.19, 0.01], [-0.16, -0.32, -0.60], [0.17, -0.50, -0.38], [-0.26, 0.06, 0.25], [0.51, -2.83, 2.09], [0.81, -0.27, -0.14], [-0.56, 0.30, 0.39], [-0.87, 0.49, 0.29], [0.87, -0.96, -0.49], [0.09, -0.41, 0.33], [-0.09, 0.38, 0.01], [-0.42, -1.38, -0.49], [-0.07, -0.19, 0.09], [0.89, 0.99, 2.30], [-0.38, -0.77, 0.24], [0.14, 0.14, -0.26], [-0.21, -0.39, -0.05], [-1.99, -1.08, 0.18], [-1.14, 1.52, -0.56], [0.34, -0.07, -0.19], [-0.33, -0.13, -0.25], [0.28, 0.47, -0.52], [0.21, 0.48, -0.09], [-0.15, -0.35, -0.39], [-0.03, 0.05, -0.05], [-0.17, -0.20, 0.11], [-0.07, 0.28, 0.07], [0.17, 0.16, 0.35], [-0.18, 0.28, 0.18], [0.23, 0.36, -0.12], [-0.14, 1.41, -1.87], [0.20, 0.07, 0.10], [-0.20, 0.28, -0.22], [0.49, -0.16, 0.36], [0.06, -0.39, 0.42], [-1.00, 0.23, 0.33], [0.24, -0.06, 0.17], [0.15, -0.19, 0.13], [0.12, -0.09, 0.00], [1.16, -1.84, -1.34], [-0.78, 0.63, -0.90], [-0.12, -0.09, 0.12], [-0.52, -0.67, 0.90], [0.52, -0.18, -0.14], [-0.19, -0.42, 0.35], [1.21, 0.70, 0.57], [2.01, 1.40, -0.01], [-0.21, -0.24, 0.09], [1.02, 0.15, 1.11], [-0.06, -0.15, -0.22], [0.24, 0.23, 0.00], [-0.26, 0.32, -0.19], [-1.39, -0.76, -0.66], [-0.08, 0.06, -0.48], [0.54, 0.09, -1.40], [-0.32, -0.21, -0.24], [0.32, 0.94, 0.56], [0.41, 0.63, -0.13], [-0.39, 0.26, -0.30], [-0.25, 0.89, -0.24], [0.05, 0.01, 0.12], [-1.50, 2.30, 0.54], [0.75, -0.23, -0.68], [-0.03, -0.07, -0.11], [0.07, -0.31, -0.37], [-2.40, -0.72, -0.96], [-0.21, -0.40, 0.96], [0.25, -1.11, -0.30], [-0.74, -1.34, -0.54], [-0.08, 0.15, 0.14], [0.30, 0.19, -0.09], [0.12, -0.37, -0.08], [-0.01, -0.12, 0.00], [0.97, -1.99, -1.85], [0.17, 0.13, 0.03], [0.22, -0.15, -0.28], [-0.90, -1.70, 3.07], [0.67, 0.92, 1.05], [-0.09, -0.10, -0.55], [-0.13, -0.06, 0.16], [1.27, 0.04, 0.17], [0.83, -0.20, 0.32], [0.04, 0.81, -0.54], [0.95, 0.42, 0.71], [0.84, 0.82, 0.33], [0.05, -0.38, 0.14], [0.01, -0.10, 0.16], [-0.73, -0.87, -2.51], [-0.41, 0.55, -0.72], [-0.34, -0.63, -0.65], [0.04, 0.45, -0.51], [0.46, 0.22, -0.39], [-0.37, -0.87, -1.62], [-0.34, -0.38, -0.11], [0.11, 0.53, -0.36], [0.14, -0.06, 0.00], [0.28, -0.52, -0.37], [-0.03, -0.16, -0.41], [-0.03, -0.27, -1.05], [-0.38, 0.32, 0.31], [0.23, 0.44, -0.22], [0.66, -1.97, -0.23], [-0.08, -0.25, -0.29], [0.38, 0.35, 0.10], [0.27, -0.76, -0.13], [-0.36, 0.62, -0.12], [-1.12, 1.86, 0.17], [-0.20, 0.50, -0.03], [0.36, -0.18, 0.01], [2.19, -0.17, 0.60], [0.29, -0.04, 0.12]], "lowdin_charge": [0.061, 0.098, 0.068, -0.113, 0.073, -0.023, -0.402, 0.091, -0.006, 0.023, 0.075, 0.125, -0.040, 0.112, 0.055, -0.053, 0.112, -0.177, -0.077, 0.078, 0.095, 0.084, 0.078, -0.442, 0.019, -0.121, -0.481, -0.010, 0.090, 0.114, -0.157, 0.113, 0.078, 0.096, 0.105, 0.108, 0.122, 0.071, -0.067, 0.065, -0.144, -0.056, -0.138, 0.079, -0.090, 0.128, -0.438, -0.153, 0.059, 0.105, -0.094, 0.026, 0.120, 0.098, 0.152, 0.094, -0.121, 0.084, 0.117, 0.079, 0.101, 0.115, 0.086, 0.006, 0.111, 0.106, -0.496, 0.083, -0.502, 0.095, 0.121, 0.102, -0.537, -0.040, -0.029, -0.072, -0.116, 0.130, -0.126, -0.125, 0.130, -0.136, 0.133, 0.128, 0.155, 0.021, 0.088, 0.099, 0.143, -0.148, 0.128, 0.124, 0.104, 0.121, 0.144, 0.050, 0.097, 0.121, -0.187, -0.079, -0.135, -0.102, 0.107, 0.144, 0.100, 0.126, -0.446, 0.127, 0.103, -0.130, -0.118, 0.060, 0.093, -0.102, 0.119, -0.188, 0.015, 0.109, 0.079, 0.062, 0.034, -0.119, -0.165, 0.011, 0.035, -0.119, 0.103, 0.132, -0.016, 0.101, 0.094, -0.136, 0.112, 0.114, -0.506, 0.134, 0.072, -0.136, 0.094, -0.163, 0.078, 0.124, 0.036, -0.134], "energy_ev": -91768.840, "lumo_ev": 0.091, "gap_ev": 8.02, "max_force_ev_per_a": 3.7}